[1]
A 12-piece molecular cluster, C5H33NO13 overall, computed with ωB97M-V/def2-TZVPD.

Summary:
Orbital gap, Ha: 0.325
HOMO energy, eV: -9.03
Multiplicity: 1
Electronic energy, Eh: -1243.13706
Energy above the lowest of the compared OMol25 structures with the same formula, charge and spin, kJ/mol: 346.9

XYZ file:
```
52
Properties=species:S:1:pos:R:3:forces:R:3:nbo_charge:R:1
O 1.8484 3.3840 0.8586 0.3 -0.9 -0.2 -0.605
O 0.2201 -3.5441 -2.8237 0.3 -0.6 -0.8 -0.989
O 1.2602 -0.7900 -3.7698 0.6 0.7 1.0 -0.991
O -0.4842 -2.9965 1.7573 -0.3 0.2 0.3 -0.947
O -4.4652 -1.0668 1.8771 -0.6 -0.2 -0.3 -0.939
O 3.6877 -1.3405 -2.3185 -1.0 0.3 1.3 -0.984
O 0.6827 2.7361 2.6153 -0.9 -1.0 0.7 -0.734
O -1.6534 -3.3842 -0.9164 -0.9 0.2 -0.3 -0.965
O -1.3047 -0.8556 5.0553 0.0 -0.3 -0.1 -0.922
O 2.1847 -2.4171 0.0128 -0.4 -0.2 0.9 -0.968
O -2.6134 3.2567 0.1380 -0.7 -0.3 -1.1 -0.986
O -3.7259 1.5502 1.8109 0.0 -0.3 -0.1 -0.952
O 3.1597 4.2053 -1.4664 1.0 0.4 -1.2 -0.950
N 2.2618 0.4743 0.5973 0.4 -0.2 -0.6 -0.854
C 1.3211 2.4723 1.4365 -1.7 1.2 0.6 0.812
C -0.2738 -0.3483 -0.6274 0.5 0.2 -1.0 -0.627
C 0.2827 1.9753 -1.2960 -1.4 0.1 0.0 -0.639
C -0.1051 1.0823 -0.1034 2.3 -0.7 1.1 -0.200
C 0.9856 1.0273 1.0204 2.2 0.5 -0.6 -0.144
H -0.9264 1.4314 0.5045 -0.9 0.2 -0.6 0.188
H 1.7222 -1.9875 -0.7181 0.7 -0.6 0.0 0.477
H -5.0954 -0.3305 1.8708 0.1 -0.5 0.2 0.469
H -1.6819 3.4462 0.2422 -0.1 0.4 0.7 0.486
H -3.6754 -0.6476 2.2081 0.3 0.2 0.2 0.469
H -1.6420 -0.2202 4.4243 -0.1 0.4 -0.1 0.465
H 0.6755 2.9699 -1.1031 0.0 -0.1 0.5 0.220
H 1.1577 -0.7823 -4.7215 -0.4 -0.6 0.1 0.494
H -0.1501 -1.1826 0.0560 -0.8 0.3 0.7 0.232
H 0.6214 0.5049 1.9068 -0.2 0.0 -0.1 0.211
H -0.9243 -2.7808 2.5859 -0.2 0.0 -0.1 0.464
H 3.5112 3.7417 -0.7122 -0.4 -0.2 0.5 0.486
H -1.3380 -2.7987 -0.2157 0.1 -0.3 0.1 0.502
H 0.8472 -1.5259 -3.2986 -0.6 -0.4 -1.0 0.508
H -0.6485 -3.8069 -2.4729 0.3 0.3 0.4 0.510
H 2.6936 -0.2561 1.1395 -0.5 0.0 0.4 0.390
H 2.9763 -2.8828 -0.2752 -0.3 0.4 -0.6 0.491
H -1.6200 -1.6953 4.7043 0.0 -0.1 0.3 0.459
H 0.3368 3.6286 2.7156 0.7 0.4 -0.2 0.495
H 2.8031 -1.4123 -2.7290 1.1 0.2 -0.6 0.494
H 0.5671 -0.5681 -1.3030 -0.2 0.5 -0.1 0.188
H -0.6860 2.1405 -1.8072 0.7 -0.2 -0.4 0.217
H 2.2284 4.3323 -1.3527 -0.5 -0.1 0.5 0.467
H -2.7968 1.6085 1.5734 0.4 0.3 0.3 0.478
H 4.3944 -1.6276 -2.8750 0.1 -0.3 -0.9 0.477
H 1.0152 1.4686 -1.9259 -0.3 0.0 -0.1 0.237
H -4.0346 1.1719 0.9763 -0.4 0.1 0.0 0.477
H -2.5197 -3.0246 -1.1764 0.4 -0.2 0.3 0.473
H -1.1386 -0.3852 -1.2904 -0.2 -0.4 0.3 0.222
H -3.2176 3.3559 0.8897 1.0 0.3 0.1 0.502
H 0.5339 -4.2977 -3.3618 -0.2 0.7 0.4 0.473
H 0.4217 -3.1456 2.0345 0.4 0.0 -0.3 0.491
H 2.3207 0.1369 -0.3512 -0.2 0.3 -0.1 0.371
```
Forces are in eV/Å.

[2]
An isolated molecule of C4H9NO2, computed with ωB97M-V/def2-TZVPD.

Summary:
Orbital gap, Ha: 0.415
HOMO energy, eV: -10.35
Multiplicity: 1
Electronic energy, Eh: -363.07950
Energy above the lowest of the compared OMol25 structures with the same formula, charge and spin, kJ/mol: 15.8

XYZ file:
```
16
Properties=species:S:1:pos:R:3:forces:R:3:nbo_charge:R:1
O 1.4076 -1.1562 -0.9914 0.1 0.2 0.3 -0.658
O 1.1506 0.1742 0.8295 0.1 -0.1 -0.1 -0.517
N 3.1189 0.1304 -0.2640 0.0 -0.1 0.0 -0.838
C -1.0442 0.5631 -0.1703 0.0 0.0 0.0 -0.427
C 1.8513 -0.3564 -0.1925 0.0 -0.1 -0.3 0.878
C -0.2283 -0.2332 0.8358 -0.3 -0.1 0.0 -0.069
C -2.4847 0.0637 -0.2397 -0.1 0.0 0.0 -0.607
H -0.2777 -1.3019 0.6092 0.0 0.1 0.1 0.201
H -0.5716 0.4640 -1.1529 -0.1 0.0 0.1 0.220
H 3.5519 0.6432 0.4862 -0.2 -0.1 -0.1 0.403
H 3.6875 -0.3515 -0.9379 0.2 0.1 0.1 0.404
H -2.5210 -0.9850 -0.5575 0.0 0.2 0.0 0.208
H -2.9807 0.1355 0.7352 0.1 0.0 -0.1 0.200
H -1.0144 1.6242 0.1051 0.0 -0.1 0.0 0.200
H -3.0701 0.6515 -0.9536 0.1 -0.1 0.1 0.216
H -0.5751 -0.0656 1.8589 0.1 0.0 -0.1 0.186
```
Forces are in eV/Å.

[3]
An isolated molecule of C4H4N4, computed with ωB97M-V/def2-TZVPD.

Summary:
Orbital gap, Ha: 0.273
HOMO energy, eV: -9.03
Multiplicity: 1
Electronic energy, Eh: -373.62010
Energy above the lowest of the compared OMol25 structures with the same formula, charge and spin, kJ/mol: 590.2

XYZ file:
```
12
Properties=species:S:1:pos:R:3:forces:R:3:nbo_charge:R:1
N 2.4494 0.0204 0.3972 -3.7 4.6 2.3 -0.571
N 0.7430 -0.9219 -0.6828 -3.6 -3.8 -1.2 -0.050
N -0.3482 -1.4797 -0.2617 3.7 1.3 -0.8 -0.142
N -1.9715 0.2268 0.1697 3.4 0.5 0.4 -0.428
C 1.1726 0.1516 0.0059 3.7 -0.6 1.7 0.242
C -1.2451 -0.8827 0.5167 -6.2 0.4 0.4 0.216
C 0.3121 1.2826 -0.0940 -3.0 2.0 -1.3 -0.323
C -1.2272 1.3246 -0.2862 4.3 -1.4 3.0 0.047
H 2.4546 0.9997 1.0724 0.9 -3.1 -2.2 0.312
H -1.7900 2.2799 -0.1957 0.7 -0.7 -1.1 0.232
H 1.1294 2.0487 -0.2722 -2.2 0.4 -0.1 0.253
H -1.9767 -1.5038 1.1852 2.1 0.4 -1.2 0.212
```
Forces are in eV/Å.